Entry 1:
ORCA calculation (ωB97M-V with the def2-TZVPD basis set) on C21H28Br4CsN5O6S3 as an isolated structure.

```
68
Properties=species:S:1:pos:R:3:forces:R:3:mulliken_charge:R:1
Cs -2.32912 -0.31264 -0.88883 1.388 -0.229 -1.179 1.23
N -1.01797 2.16808 1.74065 -0.011 -0.022 -0.008 -0.26
C -0.37176 3.40618 2.14508 0.002 0.130 -0.054 -0.62
C -0.36437 4.38842 0.97842 0.057 -0.118 0.056 -0.64
N 0.24518 3.78168 -0.18875 -0.091 -0.043 -0.009 -0.26
C -0.12109 4.40223 -1.44990 0.140 -0.085 -0.002 -0.58
C -0.11025 3.33992 -2.54702 -0.104 0.199 0.170 -0.52
N -1.15602 2.37176 -2.26038 0.089 0.049 -0.134 -0.12
H -1.97683 2.30456 1.43400 -0.018 -0.056 0.045 0.10
H -1.03034 1.48278 2.48392 -0.052 -0.038 -0.042 0.16
H 0.65861 3.17036 2.42298 -0.012 -0.011 0.013 0.30
H -0.84438 3.90517 3.00589 0.005 -0.024 -0.007 0.40
H 0.18891 5.29100 1.26378 -0.078 0.035 0.029 0.31
H -1.40962 4.68836 0.77970 0.015 0.047 -0.032 0.35
H -0.09367 2.82123 -0.21969 0.000 -0.011 -0.003 0.23
H 0.57246 5.22068 -1.68283 -0.051 -0.004 -0.052 0.32
H -1.13920 4.82707 -1.41099 0.013 0.063 0.015 0.32
H 0.85176 2.82476 -2.51938 0.010 -0.024 -0.053 0.09
H -0.20315 3.82810 -3.52767 0.022 -0.045 -0.008 0.42
H -0.95742 1.44599 -2.62950 -0.021 0.148 -0.061 -0.07
H -2.05319 2.66709 -2.62287 -0.003 0.009 -0.011 0.13
Br -8.08659 -1.70902 2.96305 0.049 0.021 -0.020 -0.24
C -6.24961 -1.49941 2.50862 0.006 -0.081 0.070 0.09
C -5.28767 -2.29202 3.09810 -0.165 0.014 0.037 0.06
Br -5.76753 -3.58960 4.40743 0.055 0.039 -0.062 -0.25
C -3.94590 -2.11596 2.71825 0.084 -0.150 0.048 -0.01
Br -2.57208 -3.19324 3.49746 -0.006 0.030 -0.010 -0.21
C -3.49830 -1.18612 1.76787 -0.113 -0.196 0.441 0.18
O -2.27098 -1.07629 1.42098 0.102 -0.490 2.311 -0.56
C -4.52193 -0.30580 1.17286 -0.346 0.068 0.238 0.36
O -4.18441 0.59661 0.33809 -1.720 0.981 1.390 -1.04
C -5.85320 -0.53628 1.56517 -0.162 0.056 -0.037 -0.19
Br -7.14566 0.59887 0.73534 0.081 -0.038 0.040 -0.23
C 4.03596 -1.41185 2.62815 0.101 0.049 -0.186 -0.50
C 3.33387 -0.15384 3.13292 -0.370 -0.007 -0.303 -0.95
S 1.83103 0.37452 2.25289 0.155 -0.112 0.153 0.10
C 0.67711 -1.00361 2.52397 0.275 0.154 -0.146 0.04
C 0.88907 -2.28264 1.70784 0.030 -0.030 -0.218 -1.16
S 1.23654 -1.90343 -0.03852 -0.095 -0.223 0.109 0.18
C 2.53475 -3.08678 -0.48326 -0.237 0.251 0.167 -0.55
C 3.81691 -3.07436 0.35271 0.063 0.265 0.021 -0.85
S 4.44795 -1.43103 0.84409 -0.027 -0.142 0.094 -0.10
H 3.41992 -2.28522 2.82692 0.046 0.021 0.032 0.21
H 4.97742 -1.53491 3.16783 -0.056 -0.016 0.100 0.46
H 3.99452 0.71076 3.05141 0.050 -0.007 0.070 0.34
H 3.08608 -0.29891 4.18754 0.105 0.025 0.051 0.37
H -0.29530 -0.59165 2.24279 -0.063 -0.100 0.080 -0.62
H 0.65908 -1.23554 3.59034 -0.125 -0.033 0.009 0.61
H -0.03958 -2.85283 1.75381 0.005 0.008 0.088 0.52
H 1.69912 -2.90036 2.09689 -0.066 0.025 0.025 0.37
H 2.75766 -2.81014 -1.51543 0.005 -0.067 -0.029 0.13
H 2.12659 -4.09968 -0.48672 0.070 -0.046 -0.076 0.40
H 4.61600 -3.54522 -0.22163 -0.017 -0.082 0.027 0.48
H 3.69573 -3.65079 1.26898 0.007 -0.037 -0.013 0.35
O 1.11842 -2.29822 -5.97051 0.540 0.048 -0.187 -0.61
C 2.14672 -1.69047 -5.43477 0.031 -0.268 -0.182 0.50
O 3.26809 -1.73396 -5.91491 0.021 0.038 0.063 -0.70
C 1.88883 -0.95486 -4.17260 -0.097 0.104 0.049 0.66
C 2.86717 -0.41835 -3.36472 0.006 -0.143 -0.077 -1.07
N 2.23400 0.15937 -2.32838 0.066 0.049 -0.101 0.29
N 0.90880 0.04741 -2.40926 -0.247 0.229 0.089 -0.53
C 0.66593 -0.62422 -3.51977 0.268 -0.038 0.024 0.36
C -0.76459 -0.95492 -3.87024 -0.359 0.057 -0.159 0.41
O -0.93398 -1.82939 -4.77302 -0.096 0.149 0.227 -0.89
O -1.65495 -0.36880 -3.23310 1.116 -0.235 -2.947 -0.61
H 0.22884 -2.11614 -5.42122 -0.227 -0.094 -0.041 0.45
H 3.93905 -0.43473 -3.47178 -0.025 0.023 0.018 0.47
H 2.63256 0.57023 -1.49905 -0.022 -0.038 0.047 0.17
```
Positions in Å, forces in eV/Å.

Computed properties:
* charge: -2
* E: -355193.3025 eV
* energy above the lowest of the compared OMol25 structures with the same formula, charge and spin: 61.9 kcal per mole
* Kohn-Sham gap: 4.724 eV
* lowest unoccupied orbital energy: 3.47 eV
* E_HOMO: -1.25 eV



Entry 2:
ORCA calculation (ωB97M-V with the def2-TZVPD basis set) on C21H28BrCoNO2S2Sb as an isolated structure.

```
57
Properties=species:S:1:pos:R:3:forces:R:3:nbo_charge:R:1
Co 0.61511 -0.07233 2.20932 0.073 0.193 0.093 1.04
Br -1.43880 0.47859 5.13959 0.029 -0.013 0.017 0.11
C 0.41259 0.18010 5.34128 -0.013 0.023 -0.019 0.16
C 0.95036 0.18093 6.62075 -0.004 0.005 -0.016 -0.28
C 2.29559 -0.10986 6.76318 0.001 0.003 0.018 -0.16
C 3.04682 -0.41730 5.64085 0.009 0.008 0.009 -0.23
C 2.42470 -0.39330 4.40835 0.009 -0.023 -0.041 0.12
N 1.13260 -0.06575 4.25849 0.011 -0.021 -0.017 -0.52
C 3.16916 -0.80418 3.13309 -0.023 0.027 0.015 0.74
O 4.35433 -1.08256 3.23707 -0.015 0.002 0.003 -0.66
O 2.44204 -0.82545 2.08377 -0.081 -0.102 -0.035 -0.80
H 0.31653 0.39626 7.46765 0.000 -0.004 -0.001 0.23
H 2.74479 -0.11451 7.74852 0.001 0.000 -0.002 0.21
H 4.09259 -0.68518 5.67856 -0.007 -0.001 0.000 0.25
S -1.00659 -1.41633 1.53716 -0.047 -0.028 -0.053 -0.34
C -2.39342 -0.33687 1.40131 0.061 -0.028 0.053 -0.20
C -3.65121 -0.84482 1.07518 -0.005 -0.048 -0.004 -0.23
C -4.75080 -0.01215 0.94665 -0.011 0.016 -0.005 -0.25
C -4.60298 1.35750 1.14123 -0.003 -0.009 0.004 -0.26
C -3.35778 1.87488 1.45901 -0.004 0.036 0.000 -0.19
C -2.24197 1.04579 1.58931 0.068 -0.013 -0.046 -0.21
S -0.65714 1.72344 1.91760 -0.079 -0.023 0.004 -0.34
H -3.75205 -1.91316 0.92022 -0.005 0.007 0.002 0.21
H -5.71858 -0.42917 0.69424 0.004 0.002 0.001 0.20
H -5.45456 2.02044 1.04261 0.004 -0.003 0.000 0.20
H -3.22827 2.94182 1.60177 -0.005 -0.006 0.005 0.20
C 0.77666 0.65886 -4.73394 0.071 0.017 -0.038 -0.62
C 1.74263 0.72511 -3.55730 0.007 0.019 0.046 -0.54
C 2.37857 2.11296 -3.46810 0.021 -0.010 -0.048 -0.62
Sb 0.98261 0.22099 -1.55504 0.031 0.040 -0.003 1.04
C -1.12689 0.66033 -1.77737 -0.016 -0.051 0.002 -0.54
C -1.92235 -0.19035 -2.76035 -0.049 0.029 0.006 -0.62
C -1.36141 2.15507 -1.96529 -0.036 0.020 0.054 -0.63
C 0.89432 -1.94731 -1.73638 0.061 0.051 0.044 -0.54
C 2.13651 -2.51838 -1.05416 -0.032 -0.056 -0.035 -0.63
C 0.72941 -2.50987 -3.13985 -0.011 -0.035 -0.022 -0.62
H 1.27964 0.97628 -5.65694 -0.004 -0.013 -0.002 0.19
H -0.07654 1.32350 -4.59003 0.019 0.025 0.005 0.20
H 0.39009 -0.34569 -4.89684 -0.020 -0.025 0.007 0.21
H 2.54035 -0.00903 -3.71607 0.017 0.000 -0.013 0.20
H 1.62532 2.87706 -3.25539 -0.008 0.002 0.003 0.20
H 2.86278 2.38718 -4.41349 -0.005 -0.001 0.006 0.19
H 3.12715 2.16820 -2.67585 -0.007 -0.004 0.001 0.21
H -1.47052 0.40456 -0.77455 -0.022 0.002 0.013 0.24
H -1.62673 -0.02217 -3.79907 -0.050 -0.024 0.085 0.19
H -2.98890 0.04928 -2.67459 -0.005 0.007 -0.012 0.20
H -1.81502 -1.25451 -2.54359 -0.021 0.027 0.014 0.21
H -1.03500 2.51070 -2.94600 0.020 -0.009 -0.039 0.18
H -0.83811 2.73475 -1.20051 -0.008 -0.019 -0.007 0.23
H -2.42984 2.38058 -1.87060 0.011 0.013 -0.018 0.20
H 0.01901 -2.20137 -1.13385 -0.014 -0.011 0.015 0.23
H 3.04657 -2.24630 -1.59926 0.005 -0.006 -0.020 0.19
H 2.08942 -3.61362 -1.02282 0.015 0.016 -0.011 0.19
H 2.25095 -2.15272 -0.03410 -0.009 0.011 0.041 0.25
H 1.54359 -2.19786 -3.79958 0.013 0.000 -0.005 0.19
H -0.21243 -2.20689 -3.59906 0.062 -0.009 -0.032 0.21
H 0.74512 -3.60615 -3.10677 -0.004 -0.003 -0.019 0.19
```
Positions in Å, forces in eV/Å.

Computed properties:
* charge: -1
* E: -163697.3646 eV
* multiplicity: 2
* Kohn-Sham gap (alpha / beta): 6.422 / 6.715 eV
* lowest unoccupied orbital energy (alpha / beta): 2.33 / 2.50 eV
* E_HOMO (alpha / beta): -4.09 / -4.22 eV
* <S²>: 1.25



Entry 3:
ORCA calculation (ωB97M-V with the def2-TZVPD basis set) on C21H28CdNO8S6 as an isolated structure.

```
65
Properties=species:S:1:pos:R:3:forces:R:3:nbo_charge:R:1
Cd -0.15184 1.18862 0.30866 -0.127 0.240 0.182 1.56
C -0.95590 -1.61730 3.01141 0.021 0.135 -0.010 -0.09
C -1.79021 -0.36252 2.80247 0.010 0.043 -0.007 -0.10
O -2.04227 -0.07693 1.43714 0.043 0.030 -0.063 -0.56
C -2.87082 -0.96672 0.71828 0.006 0.008 0.004 -0.08
C -2.07234 -2.01344 -0.03472 -0.001 -0.039 0.039 -0.08
O -1.15398 -1.32620 -0.84766 -0.029 0.040 -0.058 -0.55
C -0.11993 -2.12435 -1.36410 0.023 -0.049 0.014 -0.09
C 0.94206 -1.17796 -1.88202 0.010 0.022 0.013 -0.08
O 1.39058 -0.31759 -0.85330 0.040 0.000 -0.011 -0.60
C 2.26923 -0.89365 0.12227 -0.039 0.190 0.002 -0.29
C 1.37513 -1.16065 2.61920 -0.084 0.051 0.064 -0.21
O 0.14742 -1.66837 2.12261 0.089 -0.207 0.103 -0.58
H -1.54445 -2.52304 2.84120 -0.009 0.018 -0.061 0.17
H -0.62380 -1.63736 4.05471 0.002 -0.032 0.001 0.19
H -1.26075 0.51663 3.17461 0.014 -0.004 0.000 0.24
H -2.73892 -0.45750 3.34635 0.007 -0.004 0.011 0.17
H -3.41094 -0.35207 -0.00281 -0.007 0.012 -0.009 0.21
H -3.59466 -1.44612 1.38740 0.003 -0.026 -0.010 0.17
H -2.75572 -2.62395 -0.64374 -0.020 0.009 -0.008 0.16
H -1.53419 -2.68151 0.64588 -0.010 0.021 0.000 0.18
H -0.48388 -2.76422 -2.17941 0.003 -0.015 -0.049 0.17
H 0.27784 -2.77379 -0.57396 0.010 0.011 -0.011 0.18
H 0.50981 -0.53136 -2.64887 0.000 0.005 0.006 0.21
H 1.78459 -1.73073 -2.31215 -0.028 -0.040 -0.010 0.17
H 3.29662 -0.80149 -0.24189 0.003 -0.013 0.026 0.17
H 2.02054 -1.94523 0.27965 0.018 0.018 0.074 0.16
H 1.26767 -0.81161 3.64331 0.031 0.002 0.006 0.22
H 2.11639 -1.95999 2.56768 0.013 0.019 -0.043 0.18
S 2.34319 3.78103 6.95932 0.089 0.053 -0.097 -0.23
C 1.83102 3.17535 5.49358 -0.252 -0.157 0.234 -0.58
S 0.60333 3.87286 4.52351 0.050 0.177 -0.015 0.43
C 0.54648 2.64730 3.25049 0.098 -0.155 -0.083 -0.42
C 1.38070 1.59593 3.38252 -0.237 0.147 0.150 -0.59
S 1.99794 0.24720 1.66880 0.041 -0.352 -0.411 0.20
S 2.36081 1.68698 4.80096 0.101 0.032 -0.035 0.42
S -0.62267 3.00757 1.96874 0.047 -0.130 0.011 -0.53
C -0.62331 -2.74818 -5.65966 0.020 -0.009 0.016 -0.63
C -1.58101 -1.65971 -5.25709 -0.007 0.011 -0.006 -0.01
C -1.58212 -0.43277 -5.91209 -0.004 -0.001 -0.010 -0.21
C -2.48634 0.56112 -5.56752 -0.011 -0.017 -0.007 -0.19
C -3.40041 0.33093 -4.55156 0.046 0.023 -0.119 -0.37
C -3.41027 -0.88320 -3.87911 -0.013 0.026 0.052 -0.11
C -2.50037 -1.86468 -4.23063 0.002 -0.015 0.007 -0.24
S -4.60669 1.57170 -4.14934 -0.038 0.066 0.132 2.33
O -4.60604 2.54440 -5.20866 0.014 0.003 0.001 -0.96
O -5.80428 0.85078 -3.82947 -0.016 -0.108 0.026 -0.94
N -4.10423 2.30988 -2.78805 0.066 0.083 -0.217 -0.89
C -3.25110 3.50546 -2.86976 -0.034 -0.063 -0.025 -0.22
C -1.77410 3.18125 -3.04230 0.012 0.085 -0.080 -0.53
C -1.20847 2.33111 -1.92250 0.129 -0.181 0.042 0.78
O -1.98204 1.55554 -1.28979 -0.008 0.012 0.159 -0.82
O 0.01504 2.41218 -1.66354 0.031 -0.001 -0.108 -0.77
H -0.26317 -2.59701 -6.67685 0.000 0.001 0.000 0.22
H -1.10010 -3.72757 -5.60872 -0.002 0.002 0.002 0.22
H 0.24949 -2.77580 -5.00390 0.010 0.030 0.042 0.22
H -0.88106 -0.25894 -6.72001 0.000 0.000 -0.001 0.21
H -2.51190 1.50045 -6.10367 0.003 0.015 0.017 0.24
H -4.14800 -1.06236 -3.10768 0.007 0.003 0.004 0.23
H -2.51920 -2.81908 -3.71622 -0.013 0.001 0.002 0.21
H -3.66949 1.65695 -2.12731 -0.143 0.008 0.111 0.44
H -3.41030 4.05148 -1.93919 0.027 0.005 0.002 0.21
H -3.60683 4.12783 -3.68762 -0.029 -0.027 -0.003 0.22
H -1.18364 4.09531 -3.10802 -0.014 0.000 0.021 0.24
H -1.62144 2.64022 -3.97982 0.038 -0.011 -0.006 0.22
```
Positions in Å, forces in eV/Å.

Computed properties:
* charge: -1
* E: -109677.7561 eV
* energy above the lowest of the compared OMol25 structures with the same formula, charge and spin: 67.4 kcal per mole
* Kohn-Sham gap: 5.972 eV
* lowest unoccupied orbital energy: 2.06 eV
* E_HOMO: -3.91 eV



Entry 4:
ORCA calculation (ωB97M-V with the def2-TZVPD basis set) on C21H28F3MnO4 as an isolated structure.

```
57
Properties=species:S:1:pos:R:3:forces:R:3:nbo_charge:R:1
O 7.18400 -2.76688 -2.31997 0.166 0.027 -0.064 -0.55
C 7.95576 -3.42863 -1.29556 -0.152 -0.017 0.050 -0.06
C 9.24529 -3.29571 -2.09800 0.137 0.006 -0.061 -0.45
H 7.60831 -4.44970 -1.12210 -0.016 0.017 -0.030 0.17
H 7.92790 -2.88246 -0.35000 -0.013 0.029 -0.013 0.17
C 8.37718 -2.59287 -3.16036 -0.152 -0.061 0.170 0.27
H 9.69162 -4.23224 -2.42279 0.002 -0.036 -0.019 0.21
H 10.01175 -2.66871 -1.64971 0.023 0.035 0.017 0.21
C 8.22062 -3.33833 -4.46372 -0.035 -0.042 -0.059 -0.63
H 7.98210 -4.38483 -4.28351 -0.011 -0.063 0.038 0.22
H 9.13940 -3.29012 -5.04912 0.058 0.021 0.002 0.21
H 7.41647 -2.90475 -5.05712 -0.053 0.049 -0.017 0.22
C 8.66948 -1.12615 -3.36678 -0.005 0.073 0.000 -0.63
H 8.75548 -0.61180 -2.41161 0.008 0.015 0.083 0.21
H 7.86867 -0.65444 -3.93501 -0.065 0.003 -0.048 0.22
H 9.60187 -0.99111 -3.91610 0.042 -0.028 -0.022 0.21
Mn 0.00000 0.00000 0.00000 -0.496 0.819 -0.317 1.21
C -0.46457 2.18261 0.80379 0.611 0.724 -0.722 -0.31
C -0.56969 1.28848 1.88318 0.458 -0.691 0.363 -0.27
C 0.72247 0.77191 2.13594 0.163 0.325 0.473 -0.32
H -1.46905 1.01513 2.40587 -0.086 0.003 -0.019 0.27
C 1.61289 1.35363 1.21708 0.047 -0.694 0.363 -0.26
C 0.88413 2.21052 0.37651 -0.855 0.679 -0.127 -0.35
H 1.27779 2.78204 -0.44740 0.019 0.077 -0.027 0.24
H -1.27649 2.74029 0.37171 -0.056 0.061 0.002 0.24
H 0.96145 0.02728 2.87283 0.051 -0.057 0.109 0.23
H 2.66528 1.13883 1.13975 0.110 0.004 0.023 0.23
C -2.01558 0.24800 -1.25298 0.164 0.356 0.210 -0.22
C -1.01554 1.04991 -1.85208 0.438 0.120 -0.961 -0.33
C -0.00744 0.20215 -2.35042 -0.390 1.181 0.168 -0.27
H -1.01851 2.12299 -1.91964 -0.003 0.057 0.000 0.24
C -0.40405 -1.13010 -2.07884 -0.788 -0.858 0.501 -0.28
C -1.63986 -1.09608 -1.41767 0.521 -0.819 -0.662 -0.29
H -2.16064 -1.94654 -1.01951 -0.099 -0.048 -0.020 0.25
H -2.90199 0.59966 -0.75282 -0.019 -0.014 0.057 0.26
H 0.87580 0.51549 -2.87988 0.079 0.034 -0.022 0.23
H 0.16755 -2.01891 -2.28381 0.026 -0.063 -0.075 0.24
O 1.91710 -1.14485 -0.26090 0.471 -0.248 -0.095 -0.60
C 2.94362 -0.68078 -1.16446 -0.146 -0.119 0.102 -0.06
C 4.25097 -1.20298 -0.60456 0.114 0.061 -0.079 -0.42
H 2.88820 0.40363 -1.21729 0.017 0.130 0.010 0.19
H 2.73632 -1.08786 -2.15554 -0.004 -0.051 -0.070 0.18
C 3.81407 -2.49598 0.07162 0.061 -0.109 -0.002 -0.43
H 4.65387 -0.50759 0.13192 0.003 0.055 0.080 0.20
H 5.00117 -1.34669 -1.37871 0.066 -0.068 -0.023 0.24
C 2.47777 -2.11310 0.66762 -0.243 0.264 -0.092 -0.06
H 4.51368 -2.84308 0.82848 0.039 -0.012 0.035 0.22
H 3.69147 -3.28953 -0.66542 -0.006 -0.027 -0.056 0.21
H 2.58545 -1.63059 1.63954 0.028 0.074 0.081 0.18
H 1.76320 -2.92065 0.76611 -0.092 -0.112 -0.009 0.22
F -2.99289 -3.73676 1.84972 1.560 0.641 1.096 -0.31
C -1.93787 -3.04605 2.41582 -0.114 -1.278 0.802 0.90
F -2.26001 -2.70791 3.71710 0.439 -0.928 -1.740 -0.31
F -0.81614 -3.85579 2.42208 -1.843 0.743 0.311 -0.32
C -1.67950 -1.80276 1.63017 -0.798 5.997 -3.146 0.66
O -2.63743 -0.91478 1.50430 3.160 -3.967 1.025 -0.65
O -0.50786 -1.61342 1.05015 -2.542 -2.271 2.426 -0.80
```
Positions in Å, forces in eV/Å.

Computed properties:
* charge: 0
* E: -69891.7958 eV
* multiplicity: 5
* energy above the lowest of the compared OMol25 structures with the same formula, charge and spin: 0.0 kcal per mole
* Kohn-Sham gap (alpha / beta): 5.526 / 8.718 eV
* lowest unoccupied orbital energy (alpha / beta): -1.98 / 0.46 eV
* E_HOMO (alpha / beta): -7.50 / -8.26 eV
* <S²>: 6.37



charge of number 3 (C21H28CdNO8S6)? -1



Which formula does entry 1 have? C21H28Br4CsN5O6S3